# 1
Below is a molecular structure, C17H17Br2HgNO, with properties calculated with ωB97M-V/def2-TZVPD.

Geometry as XYZ:
```
39
Properties=species:S:1:pos:R:3:mulliken_charge:R:1
C 2.6672 0.6281 -0.7132 -0.752
C 1.2375 -2.2660 -0.7872 -0.323
C 3.6992 -0.1132 -0.1494 -0.398
H 2.3179 1.5961 -0.3591 0.486
C 1.5464 -2.3730 0.6015 -0.929
H 0.7452 -3.1649 -1.1909 0.567
H 4.2883 -0.7697 -0.8242 0.340
H 1.2960 -3.3615 1.0093 0.531
C 3.6929 -0.7385 1.2315 -0.915
H 3.7838 0.0336 2.0045 0.271
H 4.6166 -1.3222 1.3340 0.386
C 1.9349 0.0023 -1.8283 -0.378
H 2.3052 0.3587 -2.8075 0.399
H 0.8715 0.2744 -1.7576 -0.046
C 2.0457 -1.5602 -1.8563 -0.784
H 3.0949 -1.8832 -1.7989 0.405
H 1.6774 -1.9028 -2.8377 0.458
C 2.4762 -1.6266 1.5737 -0.380
H 2.8748 -2.4067 2.2359 0.368
H 1.8397 -1.0060 2.2271 0.188
Hg -0.2172 -1.3185 0.3358 0.870
H 4.2321 0.8848 -0.2780 0.259
Br -2.6275 1.3540 -4.0411 -0.147
C -3.0799 1.3973 -2.2013 -0.418
C -4.1275 2.1591 -1.7090 -0.199
C -4.3790 2.2452 -0.3397 -0.247
Br -5.8122 3.3624 0.2353 -0.249
C -3.5777 1.5573 0.6154 0.705
C -3.6830 1.7201 2.0144 -0.414
C -2.7982 1.0674 2.8526 -0.801
C -1.8523 0.1852 2.3108 0.024
N -1.7786 -0.0393 0.9763 -0.392
C -2.5773 0.6709 0.1213 0.044
C -2.2810 0.5766 -1.3104 0.810
O -1.3576 -0.1672 -1.7361 -0.747
H -4.7364 2.7075 -2.4174 0.427
H -4.4452 2.3808 2.4141 0.337
H -2.8006 1.2086 3.9329 0.386
H -1.1121 -0.3510 2.9168 0.256
```

Molar mass (g/mol): 611.727
HOMO energy (spin up / spin down) (eV): -4.81 / -4.81
Frontier orbital gap (spin up / spin down) (eV): 4.07 / 4.07
LUMO energy (spin up / spin down) (eV): -0.7 / -0.7
ΔE to the lowest compared entry with this formula, charge and spin (kJ/mol): 404.9
E_tot (a.u.): -6089.15643

---

# 2
Below is a molecular structure, C41H98NO18Zn, with properties calculated with ωB97M-V/def2-TZVPD.

Geometry as XYZ:
```
159
Properties=species:S:1:pos:R:3:mulliken_charge:R:1
Zn 2.3501 -5.8423 2.3342 0.029
C 1.4826 -0.5376 -2.9980 -1.748
C 0.7154 0.3171 -1.9406 1.703
C -0.0365 1.4730 -2.6463 -1.187
C -1.2912 2.0498 -1.8937 -0.706
C -2.1960 0.8869 -1.3861 -1.350
C -1.4111 -0.1207 -0.4949 1.483
N -0.2502 -0.7031 -1.2981 0.172
O 0.3610 -1.9286 -0.7303 -0.568
C -2.5070 -1.1968 -0.0750 -1.763
C -0.8313 0.6019 0.8160 -1.666
C 1.7387 0.9690 -1.0347 -1.738
H 2.1320 0.2048 -3.4620 0.451
H 0.8307 -0.9075 -3.7894 0.390
H 2.0953 -1.3635 -2.6367 0.336
H -0.2551 1.3230 -3.7035 0.449
H 0.7201 2.2511 -2.7466 0.370
H -1.8709 2.6679 -2.5793 0.412
H -0.9677 2.7133 -1.0917 0.298
H -2.5950 0.2774 -2.1969 0.480
H -3.0725 1.2756 -0.8676 0.405
H -3.4315 -0.7679 0.3115 0.443
H -2.1693 -1.9458 0.6412 0.360
H -2.9399 -1.6515 -0.9661 0.451
H -1.4880 0.3964 1.6615 0.447
H -0.6958 1.6831 0.7922 0.293
H 0.1007 0.1634 1.1726 0.379
H 1.2265 1.7534 -0.4776 0.397
H 2.6117 1.3846 -1.5379 0.379
H 2.0917 0.2997 -0.2501 0.345
C 1.3413 -5.2814 9.3505 -0.529
C 1.9614 -5.7961 8.2641 0.536
C 2.6096 -7.1706 8.1889 0.308
O 2.9867 -7.7441 7.1048 -0.643
C 2.6227 -7.8807 9.2931 -0.262
C 2.1510 -7.4241 10.6220 0.384
C 1.3052 -6.0847 10.6139 0.484
O 0.8107 -5.8319 11.7331 -0.584
O 2.2918 -8.0565 11.6864 -0.606
O 1.8677 -5.0169 7.2270 -0.638
H 0.9729 -4.2705 9.4436 0.414
H 3.0005 -8.8923 9.3126 0.414
C -13.1904 -2.5029 2.0959 -0.978
C -11.7649 -2.8367 2.4006 -0.232
O -11.1704 -1.8537 3.2365 -0.514
H -13.7127 -3.4119 1.7977 0.309
H -13.2079 -1.7622 1.2964 0.306
H -13.7847 -2.1425 2.9355 0.291
H -11.1640 -3.0081 1.5076 0.238
H -11.6524 -3.7883 2.9202 0.287
H -11.2665 -0.9972 2.8138 0.294
C -10.7444 -1.1503 -4.7077 -0.881
C -9.8836 -0.1342 -5.4452 -0.286
O -10.6798 0.8286 -6.1354 -0.528
H -10.0601 -1.5951 -3.9853 0.306
H -11.4531 -1.7434 -5.2859 0.285
H -11.4403 -0.5841 -4.0887 0.257
H -9.1754 -0.6067 -6.1259 0.290
H -9.2610 0.4156 -4.7393 0.258
H -11.0583 1.4314 -5.4912 0.299
C -3.5211 -8.9301 0.9226 -0.947
C -2.0389 -9.3094 0.9479 -0.216
O -1.4859 -8.4547 1.8971 -0.504
H -4.1909 -9.6928 0.5253 0.303
H -3.6543 -8.0614 0.2778 0.228
H -3.8513 -8.7821 1.9508 0.327
H -1.5791 -9.3097 -0.0404 0.274
H -1.8808 -10.2688 1.4406 0.239
H -1.9259 -8.6437 2.7291 0.286
C 3.4842 -7.9562 -3.7075 -0.924
C 4.5026 -7.9779 -2.5331 -0.268
O 3.8447 -8.3494 -1.3132 -0.485
H 2.6880 -7.2460 -3.4848 0.277
H 2.9296 -8.8943 -3.6851 0.264
H 4.0164 -7.8367 -4.6512 0.319
H 4.9445 -6.9852 -2.6200 0.226
H 5.3006 -8.7087 -2.6643 0.280
H 4.1708 -9.2442 -1.1923 0.302
C 4.2729 3.8985 8.1231 -1.055
C 3.7978 2.6853 7.3150 -0.217
O 3.7434 1.5595 8.1673 -0.509
H 3.5268 4.2564 8.8325 0.306
H 4.2258 4.7959 7.5062 0.357
H 5.2729 3.6963 8.5070 0.265
H 4.5424 2.5207 6.5361 0.242
H 2.9233 2.9485 6.7201 0.306
H 3.3280 0.8518 7.6691 0.306
C 4.8590 8.1837 -0.6889 -1.017
C 5.0340 9.6735 -0.7983 -0.151
O 4.1212 10.3566 -0.0603 -0.511
H 4.1378 7.8008 -1.4110 0.258
H 4.5477 7.8422 0.2983 0.313
H 5.8062 7.6461 -0.7334 0.316
H 5.0020 9.9541 -1.8511 0.257
H 6.0371 9.9233 -0.4528 0.230
H 4.0327 11.2551 -0.3866 0.306
C -4.1101 2.1445 8.4415 -1.087
C -5.3933 2.2562 7.5488 -0.108
O -6.0728 1.0214 7.7764 -0.514
H -4.2206 2.2086 9.5240 0.297
H -3.3871 2.9346 8.2390 0.327
H -3.5506 1.2117 8.3717 0.311
H -5.2115 2.3341 6.4769 0.284
H -6.0286 3.0795 7.8755 0.202
H -6.6172 0.8292 7.0094 0.288
C 3.8100 4.0081 -10.6891 -0.944
C 3.8920 5.4389 -11.0958 -0.301
O 2.8489 5.6759 -12.0164 -0.522
H 2.9499 3.7468 -10.0726 0.315
H 4.6351 3.8012 -10.0076 0.307
H 3.8917 3.3125 -11.5243 0.270
H 4.8041 5.9447 -11.4127 0.346
H 3.7347 6.0299 -10.1935 0.225
H 2.0273 5.6298 -11.5220 0.306
C -2.4489 -2.3687 -8.3140 -1.050
C -2.2561 -3.8026 -8.0317 -0.129
O -2.5705 -4.0089 -6.6111 -0.523
H -1.5524 -1.8536 -7.9693 0.292
H -3.3450 -2.0262 -7.7965 0.300
H -2.5250 -2.1675 -9.3826 0.327
H -1.2315 -4.0898 -8.2681 0.233
H -3.0790 -4.2590 -8.5818 0.259
H -2.1154 -3.4317 -5.9935 0.290
C -1.9012 8.1507 4.9693 -0.882
C -1.9062 9.1942 6.0626 -0.272
O -3.0915 9.0456 6.8253 -0.518
H -1.3980 7.2010 5.1505 0.260
H -1.4586 8.5412 4.0529 0.309
H -2.8730 7.8242 4.5989 0.293
H -1.8586 10.2349 5.7421 0.267
H -1.0142 9.0101 6.6613 0.241
H -3.7322 9.5162 6.2872 0.301
C -0.6428 10.4309 -5.6833 -0.990
C -1.7602 9.5578 -6.0658 -0.227
O -2.2060 9.8090 -7.3720 -0.512
H -0.9822 11.4656 -5.6358 0.330
H 0.1378 10.3046 -6.4334 0.264
H -0.2565 10.1297 -4.7096 0.308
H -2.5836 9.6593 -5.3588 0.258
H -1.2615 8.6007 -5.9132 0.269
H -2.5274 10.7084 -7.4680 0.298
C 8.6436 -3.8383 4.6560 -0.974
C 8.0351 -3.2290 3.4177 -0.248
O 6.9985 -4.1864 3.0165 -0.477
H 9.1106 -4.8228 4.6268 0.315
H 7.8910 -3.9267 5.4395 0.280
H 9.3747 -3.2281 5.1864 0.342
H 8.7482 -3.1156 2.6011 0.215
H 7.6726 -2.2334 3.6734 0.261
H 7.5190 -4.8985 2.6376 0.281
C 9.4620 -2.0472 -3.5070 -1.040
C 10.0847 -3.1456 -4.4224 -0.148
O 10.9483 -4.0279 -3.6460 -0.530
H 10.1832 -1.4865 -2.9122 0.308
H 8.8053 -2.5289 -2.7826 0.274
H 8.8578 -1.3703 -4.1110 0.330
H 10.6756 -2.5777 -5.1409 0.257
H 9.2968 -3.7619 -4.8554 0.259
H 11.4680 -4.5905 -4.2248 0.291
```

Molar mass (g/mol): 958.614
HOMO energy (eV): -3.33
Frontier orbital gap (eV): 1.26
Net charge: -1
LUMO energy (eV): -2.1
ΔE to the lowest compared entry with this formula, charge and spin (kJ/mol): 1197.1
E_tot (a.u.): -4808.75533

---

# 3
Below is a molecular structure, C35H24IrN5S5, with properties calculated with ωB97M-V/def2-TZVPD.

Geometry as XYZ:
```
70
Properties=species:S:1:pos:R:3:mulliken_charge:R:1
Ir -0.7281 -0.4478 1.1869 2.340
S -1.6026 1.1219 2.6518 -0.564
C -2.9685 0.3182 3.3579 0.346
C -3.6774 0.9372 4.3910 -1.061
C -4.7849 0.3435 4.9779 0.513
C -5.4718 1.0175 6.0404 -0.054
N -6.0248 1.5668 6.8878 -0.619
C -5.2113 -0.9188 4.5225 0.509
C -4.5116 -1.5397 3.4975 -1.047
C -3.3946 -0.9493 2.9027 0.749
S -2.5725 -1.7781 1.6133 -0.502
C -6.3464 -1.5716 5.1047 -0.066
N -7.2515 -2.1108 5.5695 -0.620
H -3.3487 1.9072 4.7424 0.475
H -4.8366 -2.5119 3.1487 0.467
C 0.6441 0.5865 -3.9179 -0.367
C 1.6518 -0.1681 -3.3208 -0.871
C 1.3923 -0.9248 -2.1922 0.379
C 0.1129 -0.9533 -1.6280 -0.894
C -0.8880 -0.1997 -2.2375 0.157
C -0.6264 0.5714 -3.3662 -0.776
N -0.1630 -1.6935 -0.4603 -0.377
C -0.1700 -3.0493 -0.6010 0.896
C -0.3702 -3.9088 0.5038 -0.037
C -0.3871 -5.2827 0.3682 -0.954
C -0.2097 -5.8952 -0.8700 -0.583
C -0.0423 -5.0714 -1.9759 -0.626
C -0.0333 -3.6919 -1.8589 -0.875
H 0.8574 1.1982 -4.7867 0.419
H 2.6566 -0.1455 -3.7294 0.364
H 2.1797 -1.4918 -1.7100 0.526
H -1.8834 -0.2249 -1.8069 0.459
H -1.4179 1.1704 -3.8024 0.392
H -0.5507 -3.4658 1.4695 -0.026
H -0.5479 -5.8897 1.2533 0.381
H -0.2227 -6.9736 -0.9697 0.357
H 0.0723 -5.5095 -2.9626 0.345
H 0.0802 -3.0920 -2.7516 0.340
S -2.0553 4.6447 -2.5839 -0.425
C -0.8484 3.7664 -1.8244 0.171
S -1.1836 2.7399 -0.4716 -0.182
C 0.4791 2.1825 -0.4550 0.118
N 1.2112 2.7691 -1.3469 -0.757
N 0.4686 3.6612 -2.1037 0.636
C 1.1934 4.2894 -3.1518 0.345
C 2.3187 3.6341 -3.6517 -0.105
C 3.0593 4.2137 -4.6674 -0.735
C 2.6971 5.4469 -5.1943 -0.398
C 1.5847 6.0965 -4.6838 -0.609
C 0.8303 5.5290 -3.6660 -0.521
S 1.0963 1.0336 0.6623 -0.386
H 2.5924 2.6775 -3.2335 0.550
H 3.9268 3.6903 -5.0507 0.342
H 3.2786 5.8959 -5.9902 0.368
H 1.2909 7.0627 -5.0757 0.350
H -0.0357 6.0379 -3.2759 0.290
C 0.3580 -1.2051 2.7787 -1.389
C 1.8454 -1.1934 2.6182 -0.238
C 2.5363 -2.1947 1.9351 0.101
C 3.9174 -2.1562 1.8107 -0.833
C 4.6472 -1.1154 2.3707 -0.378
C 3.9752 -0.1125 3.0554 -0.619
C 2.5942 -0.1539 3.1737 -0.043
H 0.0965 -0.6257 3.6652 0.519
H -0.0084 -2.2206 2.9290 0.566
H 1.9828 -3.0040 1.4753 0.369
H 4.4252 -2.9438 1.2655 0.385
H 5.7256 -1.0819 2.2669 0.350
H 4.5267 0.7144 3.4879 0.353
H 2.0702 0.6422 3.6901 0.311
```

Molar mass (g/mol): 867.164
HOMO energy (eV): -1.72
Frontier orbital gap (eV): 5.72
Net charge: -2
LUMO energy (eV): 4.0
ΔE to the lowest compared entry with this formula, charge and spin (kJ/mol): 3.3
E_tot (a.u.): -3717.38196

---

# 4
Below is a molecular structure, C21H27AsIrN3Sb, with properties calculated with ωB97M-V/def2-TZVPD.

Geometry as XYZ:
```
54
Properties=species:S:1:pos:R:3:mulliken_charge:R:1
Ir 0.4659 -0.5361 0.2144 1.396
C -1.7252 -2.6799 1.4085 -1.372
C -2.4808 -1.5907 0.7127 0.688
C -3.8521 -1.4256 0.8799 -0.792
C -4.5185 -0.4473 0.1667 -0.594
C -3.8142 0.3251 -0.7537 -0.604
C -2.4527 0.1197 -0.8755 0.071
N -1.8042 -0.7941 -0.1378 0.061
Sb -1.4326 1.0468 -2.5550 1.062
C -0.1204 -0.7341 -2.8863 0.406
C -0.0288 -1.2618 -4.2353 -0.526
C 0.7668 -2.3645 -4.5211 -0.654
C 1.4589 -2.9323 -3.4819 -0.814
C 1.3442 -2.3828 -2.1537 0.978
C 2.0764 -2.9770 -1.0243 -1.664
N 0.5574 -1.3002 -1.8989 -0.177
C 0.1230 2.1281 -1.4916 0.073
C 0.2367 3.4869 -1.7183 -0.605
C 1.3662 4.1439 -1.2364 -0.592
C 2.3558 3.4145 -0.6052 -0.782
C 2.1889 2.0474 -0.4082 0.669
C 3.2579 1.2011 0.2102 -1.366
N 1.0625 1.4381 -0.8276 0.061
H -2.2168 -2.9982 2.3253 0.472
H -0.7056 -2.3617 1.6580 0.172
H -1.6588 -3.5517 0.7529 0.315
H -4.3879 -2.0691 1.5651 0.534
H -5.5837 -0.3027 0.2952 0.486
H -4.3242 1.0611 -1.3617 0.471
H -0.5938 -0.7800 -5.0252 0.391
H 0.8362 -2.7589 -5.5271 0.468
H 2.0969 -3.7940 -3.6360 0.495
H 2.6804 -3.8323 -1.3198 0.438
H 1.3663 -3.3107 -0.2550 0.330
H 2.7433 -2.2270 -0.5769 0.330
H -0.5264 4.0279 -2.2628 0.471
H 1.4796 5.2102 -1.3857 0.485
H 3.2631 3.8961 -0.2653 0.534
H 3.9199 1.7807 0.8499 0.473
H 3.8705 0.7560 -0.5776 0.314
H 2.8269 0.3887 0.8081 0.173
C -1.0748 2.0848 2.2823 -1.033
As 0.1305 0.5859 2.4361 0.495
C -0.6426 -0.5051 3.8283 -1.148
C 1.7137 1.3327 3.2498 -1.150
H -1.1726 2.5186 3.2773 0.487
H -2.0536 1.7571 1.9350 0.317
H -0.6712 2.8332 1.6018 0.316
H -0.7263 0.1100 4.7240 0.473
H 0.0020 -1.3567 4.0368 0.414
H -1.6333 -0.8506 3.5403 0.333
H 1.4192 1.7856 4.1963 0.475
H 2.1492 2.0974 2.6099 0.332
H 2.4426 0.5472 3.4393 0.414
```

Molar mass (g/mol): 710.367
HOMO energy (spin up / spin down) (eV): -17.17 / -18.36
Frontier orbital gap (spin up / spin down) (eV): 7.67 / 4.34
Net charge: +3
LUMO energy (spin up / spin down) (eV): -9.5 / -14.0
<S²>: 6.012
2S+1: 5
E_tot (a.u.): -3559.90270